[1]
{
  "formula": "C5H12N6",
  "method": "wB97M-V/def2-TZVPD",
  "symbols": ["C", "C", "C", "C", "C", "N", "N", "N", "N", "N", "N", "H", "H", "H", "H", "H", "H", "H", "H", "H", "H", "H", "H"],
  "coordinates": [[0.340, 0.201, 1.000], [1.510, -1.539, -0.391], [-2.443, 2.505, -0.361], [-0.695, 1.306, 0.900], [-1.628, 1.249, -0.425], [1.110, -2.990, -3.156], [1.671, -3.783, -2.355], [0.651, -3.018, -1.912], [0.869, -0.054, 2.113], [2.591, -1.940, 0.184], [0.638, -0.539, -0.182], [-3.398, 2.556, -0.895], [-1.941, 3.440, -0.754], [-2.691, 2.575, 0.632], [-0.142, 2.268, 0.865], [-1.200, 1.451, 1.891], [-2.269, 0.408, -0.440], [-1.011, 1.292, -1.318], [0.650, 0.390, 2.926], [1.147, -1.089, 2.195], [2.982, -2.747, -0.213], [3.267, -1.498, 0.703], [-0.006, -0.446, -1.007]],
  "e_homo_ha": [-0.660, -0.664],
  "molar_mass_g_mol": 156.19,
  "e_tot_ha": -525.35541,
  "charge": 2,
  "e_above_lowest_kj_mol": 712.7,
  "lumo_energy_ev": [-9.59, -9.40]
}



[2]
{
  "formula": "C5H12NO",
  "method": "wB97M-V/def2-TZVPD",
  "symbols": ["C", "C", "C", "N", "C", "C", "O", "H", "H", "H", "H", "H", "H", "H", "H", "H", "H", "H", "H"],
  "coordinates": [[-2.294, 0.549, 1.919], [-1.670, -0.375, 0.828], [-0.207, 0.079, 0.505], [0.094, -0.390, -0.895], [1.166, 0.255, -1.731], [2.565, -0.274, -1.240], [2.504, -0.144, 0.087], [-2.570, 1.594, 1.544], [-3.296, 0.115, 2.294], [-1.590, 0.848, 2.877], [-1.571, -1.468, 1.100], [-2.183, -0.346, -0.258], [0.618, -0.390, 1.167], [-0.121, 1.147, 0.736], [0.382, -1.374, -0.925], [1.183, 1.303, -1.642], [1.071, -0.042, -2.758], [2.583, -1.284, -1.716], [3.336, 0.198, -1.890]],
  "smiles": "CCCNCC[O-]",
  "e_homo_ha": -0.082,
  "molar_mass_g_mol": 102.16,
  "e_tot_ha": -327.62039,
  "charge": -1,
  "e_above_lowest_kj_mol": 198.7,
  "lumo_energy_ev": 3.83
}



[3]
{
  "formula": "C5H12NO",
  "method": "wB97M-V/def2-TZVPD",
  "symbols": ["C", "C", "C", "C", "H", "H", "H", "H", "H", "H", "H", "H", "N", "C", "O", "H", "H", "H", "H"],
  "coordinates": [[1.789, 0.799, -0.909], [1.539, -0.499, -1.011], [2.459, -1.536, -1.573], [0.860, 1.773, -0.247], [2.708, 1.186, -1.371], [0.597, -0.857, -0.588], [2.562, -2.340, -0.856], [2.064, -1.978, -2.492], [3.456, -1.141, -1.788], [0.012, 1.245, 0.210], [0.536, 2.554, -0.947], [1.397, 2.310, 0.544], [-2.792, 0.038, 2.220], [-2.456, -0.215, 0.780], [-1.159, -0.429, 0.525], [-2.514, -0.802, 2.719], [-2.153, 0.767, 2.527], [-3.103, -1.083, 0.501], [-2.860, 0.682, 0.243]],
  "e_homo_ha": -0.101,
  "molar_mass_g_mol": 102.16,
  "e_tot_ha": -327.67680,
  "charge": -1,
  "e_above_lowest_kj_mol": 50.5,
  "lumo_energy_ev": 3.90
}



[4]
{
  "formula": "C5H12NO",
  "method": "wB97M-V/def2-TZVPD",
  "symbols": ["C", "C", "N", "C", "C", "C", "O", "H", "H", "H", "H", "H", "H", "H", "H", "H", "H", "H", "H"],
  "coordinates": [[0.192, 0.611, -2.165], [1.212, -0.147, -1.313], [0.971, -0.084, 0.122], [-0.386, 0.164, 0.661], [-0.228, 0.911, 1.975], [-1.138, -1.180, 0.834], [-2.372, -1.055, 1.291], [0.185, 1.651, -1.842], [-0.793, 0.188, -1.971], [0.457, 0.492, -3.217], [2.185, 0.295, -1.534], [1.348, -1.178, -1.666], [1.257, -0.960, 0.548], [-1.017, 0.718, -0.030], [-1.102, 1.377, 2.427], [0.062, 0.163, 2.717], [0.677, 1.534, 1.983], [-1.077, -1.629, -0.211], [-0.432, -1.872, 1.392]],
  "smiles": "CCN[C@H](C)C[O-]",
  "e_homo_ha": -0.084,
  "molar_mass_g_mol": 102.16,
  "e_tot_ha": -327.66556,
  "charge": -1,
  "e_above_lowest_kj_mol": 80.1,
  "lumo_energy_ev": 3.90
}



[5]
{
  "formula": "C5H12NO",
  "method": "wB97M-V/def2-TZVPD",
  "symbols": ["C", "C", "C", "N", "C", "C", "O", "H", "H", "H", "H", "H", "H", "H", "H", "H", "H", "H", "H"],
  "coordinates": [[1.147, 0.838, -0.750], [1.307, 2.373, -0.944], [0.277, 0.572, 0.489], [-1.033, 0.017, 0.089], [-0.928, -1.469, -0.182], [-1.339, -2.291, 1.049], [-2.549, -1.931, 1.510], [0.954, 0.594, -1.783], [2.119, 0.435, -0.459], [1.981, 2.857, -0.233], [1.785, 2.554, -1.909], [0.350, 2.881, -0.953], [0.018, 1.492, 1.004], [0.825, -0.155, 1.102], [-1.650, -0.076, 0.890], [0.062, -1.731, -0.559], [-1.622, -1.511, -1.017], [-1.156, -3.362, 0.857], [-0.548, -2.088, 1.799]],
  "e_homo_ha": [-0.334, -0.334],
  "molar_mass_g_mol": 102.16,
  "e_tot_ha": -327.57585,
  "charge": 0,
  "e_above_lowest_kj_mol": 134.5,
  "lumo_energy_ev": [1.01, -1.82],
  "multiplicity": 2,
  "s_squared": 0.754
}



[6]
{
  "formula": "C5H12NO",
  "method": "wB97M-V/def2-TZVPD",
  "symbols": ["C", "N", "C", "C", "C", "O", "C", "H", "H", "H", "H", "H", "H", "H", "H", "H", "H", "H", "H"],
  "coordinates": [[-0.755, 0.404, -2.298], [-0.279, -0.692, -1.407], [-0.231, -0.410, 0.027], [0.778, 0.690, 0.471], [0.316, 1.362, 1.795], [-0.326, 0.512, 2.664], [0.186, -1.783, 0.658], [-1.736, 0.074, -2.609], [-0.684, 1.335, -1.750], [0.017, 0.568, -3.040], [-0.513, -1.673, -1.526], [-1.204, 0.055, 0.386], [0.867, 1.479, -0.295], [1.641, 0.114, 0.841], [-0.165, 2.401, 1.496], [1.301, 1.506, 2.272], [0.155, -1.587, 1.757], [-0.572, -2.510, 0.361], [1.204, -1.844, 0.194]],
  "e_homo_ha": [-0.308, -0.307],
  "molar_mass_g_mol": 102.16,
  "e_tot_ha": -327.55964,
  "charge": 0,
  "e_above_lowest_kj_mol": 177.1,
  "lumo_energy_ev": [1.09, -1.43],
  "multiplicity": 2,
  "s_squared": 0.754
}



[7]
{
  "formula": "C5H12NO",
  "method": "wB97M-V/def2-TZVPD",
  "symbols": ["N", "C", "C", "C", "C", "C", "O", "H", "H", "H", "H", "H", "H", "H", "H", "H", "H", "H", "H"],
  "coordinates": [[-1.721, 0.873, 0.536], [-0.935, 0.664, 1.738], [0.320, 0.269, 1.809], [1.271, 0.288, 0.524], [1.244, -0.923, -0.379], [0.796, -0.736, -1.800], [-0.684, -0.463, -1.793], [-1.217, 0.354, -0.271], [-2.600, 0.414, 0.670], [-1.487, 1.821, 0.314], [-1.578, 1.037, 2.666], [0.756, 0.595, 2.801], [0.983, 1.088, -0.150], [2.269, 0.444, 0.928], [2.293, -1.211, -0.469], [0.621, -1.938, -0.037], [1.245, 0.140, -2.247], [1.011, -1.735, -2.239], [-0.953, -0.784, -2.721]],
  "smiles": "[NH3+]/C=C\\CCCO",
  "e_homo_ha": -0.540,
  "molar_mass_g_mol": 102.16,
  "e_tot_ha": -327.37146,
  "charge": 1,
  "e_above_lowest_kj_mol": 231.4,
  "lumo_energy_ev": -3.23
}



[8]
{
  "formula": "C5H12NO",
  "method": "wB97M-V/def2-TZVPD",
  "symbols": ["C", "C", "C", "C", "C", "N", "O", "H", "H", "H", "H", "H", "H", "H", "H", "H", "H", "H", "H"],
  "coordinates": [[-1.699, -0.111, -0.339], [1.153, 0.451, 0.544], [-3.120, -0.187, -0.106], [1.228, 1.931, 0.326], [1.677, -1.715, -0.118], [1.607, -0.304, -0.387], [-0.987, 0.289, 0.614], [-1.296, -0.365, -1.292], [1.255, 0.106, 1.600], [-3.795, -0.396, -0.905], [-3.415, 0.727, 0.566], [-3.146, -1.056, 0.505], [2.172, 2.351, 0.697], [0.487, 2.576, 0.649], [1.219, 2.145, -0.782], [2.730, -2.117, -0.166], [1.453, -2.099, 0.871], [1.075, -2.096, -0.874], [1.403, -0.129, -1.401]],
  "e_homo_ha": -0.539,
  "molar_mass_g_mol": 102.16,
  "e_tot_ha": -327.39283,
  "charge": 1,
  "e_above_lowest_kj_mol": 175.3,
  "lumo_energy_ev": -3.47
}



Please write out number 6 again, unchanged.
{
  "formula": "C5H12NO",
  "method": "wB97M-V/def2-TZVPD",
  "symbols": ["C", "N", "C", "C", "C", "O", "C", "H", "H", "H", "H", "H", "H", "H", "H", "H", "H", "H", "H"],
  "coordinates": [[-0.755, 0.404, -2.298], [-0.279, -0.692, -1.407], [-0.231, -0.410, 0.027], [0.778, 0.690, 0.471], [0.316, 1.362, 1.795], [-0.326, 0.512, 2.664], [0.186, -1.783, 0.658], [-1.736, 0.074, -2.609], [-0.684, 1.335, -1.750], [0.017, 0.568, -3.040], [-0.513, -1.673, -1.526], [-1.204, 0.055, 0.386], [0.867, 1.479, -0.295], [1.641, 0.114, 0.841], [-0.165, 2.401, 1.496], [1.301, 1.506, 2.272], [0.155, -1.587, 1.757], [-0.572, -2.510, 0.361], [1.204, -1.844, 0.194]],
  "e_homo_ha": [-0.308, -0.307],
  "molar_mass_g_mol": 102.16,
  "e_tot_ha": -327.55964,
  "charge": 0,
  "e_above_lowest_kj_mol": 177.1,
  "lumo_energy_ev": [1.09, -1.43],
  "multiplicity": 2,
  "s_squared": 0.754
}



Question: Number 4 is which compound?
Answer: C5H12NO